{
  "formula": "C59H88ClF5O15",
  "method": "wB97M-V/def2-TZVPD",
  "spin_multiplicity": 1,
  "smiles": "C#CCc1cc(CCCCCCCCCC)c(Cl)c2c1C(=O)c1cc(CCCC(F)(F)C(F)(F)F)c(O)c(CCC)c1C2=O.CCOC(C)=O.CCOC(C)=O.CCOC(C)=O.CCOC(C)=O.CCOC(C)=O.CCOC(C)=O",
  "total_energy_ha": -4389.0241,
  "lumo_energy_ha": 0.003,
  "gap_ev": 8.59,
  "symbols": ["C", "C", "C", "C", "C", "C", "C", "C", "C", "C", "C", "C", "C", "C", "C", "C", "C", "Cl", "C", "C", "C", "O", "C", "C", "C", "C", "C", "C", "C", "F", "F", "C", "F", "F", "F", "C", "O", "C", "C", "C", "C", "C", "C", "O", "H", "H", "H", "H", "H", "H", "H", "H", "H", "H", "H", "H", "H", "H", "H", "H", "H", "H", "H", "H", "H", "H", "H", "H", "H", "H", "H", "H", "H", "H", "H", "H", "H", "H", "H", "H", "H", "H", "H", "H", "O", "C", "O", "C", "C", "C", "H", "H", "H", "H", "H", "H", "H", "H", "O", "C", "O", "C", "C", "C", "H", "H", "H", "H", "H", "H", "H", "H", "O", "C", "O", "C", "C", "C", "H", "H", "H", "H", "H", "H", "H", "H", "O", "C", "O", "C", "C", "C", "H", "H", "H", "H", "H", "H", "H", "H", "O", "C", "O", "C", "C", "C", "H", "H", "H", "H", "H", "H", "H", "H", "O", "C", "O", "C", "C", "C", "H", "H", "H", "H", "H", "H", "H", "H"],
  "coordinates": [[-1.07763, -0.19430, 4.60019], [-1.47391, -1.33173, 4.74135], [-1.82450, -2.78388, 4.71769], [-2.15347, -3.31566, 3.31700], [-3.43313, -3.80849, 3.01443], [-3.75044, -4.29844, 1.72007], [-5.21722, -4.76317, 1.52109], [-6.13809, -3.52260, 1.89392], [-7.26800, -3.24877, 0.85095], [-7.27002, -1.77391, 0.30835], [-6.55824, -1.77252, -1.07811], [-6.55231, -0.38966, -1.82991], [-6.94398, 0.83945, -0.96283], [-6.65576, 2.12540, -1.82863], [-7.47795, 3.37143, -1.39116], [-7.58152, 3.58194, 0.14958], [-2.78045, -4.34627, 0.70412], [-3.17410, -4.96849, -0.90598], [-1.48393, -3.85078, 0.99255], [-1.20134, -3.33141, 2.27385], [0.22212, -2.77587, 2.46359], [0.87492, -2.93716, 3.46764], [0.75493, -2.01283, 1.24595], [1.46852, -0.80910, 1.35373], [1.88089, -0.15984, 0.16719], [2.62888, 1.18719, 0.17411], [3.88598, 1.21192, 1.08668], [4.57616, 2.61924, 0.90955], [3.93054, 3.73446, 1.75089], [2.77318, 4.21047, 1.22426], [4.82347, 4.79434, 1.74179], [3.76541, 3.36334, 3.27986], [3.93089, 4.51305, 3.98766], [2.52398, 2.92911, 3.55117], [4.71205, 2.52390, 3.70788], [1.62639, -0.71364, -1.11336], [2.04196, -0.10446, -2.27350], [0.90534, -1.93015, -1.24014], [0.58502, -2.56259, -2.60148], [1.76436, -3.43409, -3.15678], [2.63583, -2.59403, -4.17521], [0.48027, -2.54112, -0.04591], [-0.34609, -3.83826, -0.05388], [-0.12324, -4.78113, -0.77063], [-0.87293, 0.85461, 4.44774], [-2.66155, -3.00169, 5.41166], [-0.97346, -3.38613, 5.10069], [-4.20358, -3.77468, 3.80072], [-5.43487, -5.65242, 2.13394], [-5.37210, -4.91876, 0.43839], [-6.51427, -3.62497, 2.93131], [-5.49150, -2.62022, 1.90512], [-8.26104, -3.38821, 1.33439], [-7.22350, -3.96946, 0.01336], [-8.31091, -1.39189, 0.24157], [-6.72662, -1.07702, 0.97400], [-5.51059, -2.11194, -0.94361], [-7.09496, -2.50044, -1.72440], [-7.26247, -0.42506, -2.68289], [-5.51861, -0.21538, -2.19815], [-8.01974, 0.88381, -0.71399], [-6.31292, 0.93563, -0.05995], [-5.56792, 2.32668, -1.92250], [-6.98869, 1.87135, -2.86280], [-8.48140, 3.38736, -1.86599], [-6.95876, 4.26962, -1.79645], [-7.80485, 4.65833, 0.31717], [-6.65006, 3.35600, 0.69944], [-8.45313, 3.03207, 0.55940], [1.66368, -0.37196, 2.34526], [1.89975, 1.92978, 0.57933], [2.83621, 1.52959, -0.85674], [4.60136, 0.44415, 0.72516], [3.66690, 0.96938, 2.13970], [4.46396, 2.91974, -0.15318], [5.65392, 2.51083, 1.12842], [1.36789, 0.54097, -2.55666], [-0.30423, -3.21949, -2.55251], [0.30212, -1.74731, -3.29982], [1.36879, -4.35101, -3.63889], [2.44809, -3.77952, -2.35767], [2.90201, -3.17933, -5.07510], [2.04465, -1.72518, -4.50550], [3.53931, -2.26492, -3.63330], [5.82950, -4.71756, -3.76623], [5.42015, -5.79591, -4.09871], [4.15372, -5.92170, -4.53725], [3.62065, -7.11150, -5.12469], [3.12912, -8.07548, -4.06430], [6.27164, -7.03368, -3.94999], [4.34232, -7.56914, -5.80442], [2.77827, -6.79065, -5.73757], [3.94045, -8.40771, -3.41563], [2.67323, -8.95339, -4.52472], [2.39006, -7.58987, -3.42512], [6.19848, -7.39240, -2.92359], [7.30439, -6.76571, -4.16445], [6.00939, -7.83641, -4.63562], [0.25250, 2.18356, -2.12589], [0.85835, 3.22584, -2.16607], [0.38879, 4.28652, -1.49936], [1.11714, 5.50908, -1.32857], [0.93439, 6.43444, -2.51213], [2.08867, 3.37778, -3.02547], [2.16808, 5.30783, -1.11330], [0.70384, 5.97962, -0.43650], [1.31978, 5.99299, -3.43272], [1.44822, 7.38101, -2.34039], [-0.12482, 6.63561, -2.67730], [1.78108, 3.58907, -4.04912], [2.64217, 2.43935, -3.00531], [2.77344, 4.15096, -2.68245], [-5.17929, -1.86803, 5.55638], [-5.07769, -0.93736, 6.31220], [-3.93220, -0.75813, 6.98970], [-3.62679, 0.39906, 7.77224], [-4.18949, 0.27979, 9.17385], [-6.24406, -0.01947, 6.58068], [-3.95310, 1.30968, 7.26652], [-2.53923, 0.44601, 7.82301], [-5.27805, 0.21131, 9.16601], [-3.90187, 1.14169, 9.77769], [-3.81776, -0.62621, 9.65489], [-6.88905, -0.47674, 7.33071], [-6.80173, 0.10457, 5.65432], [-5.95617, 0.97739, 6.90675], [0.89444, 10.66550, -2.66562], [1.52623, 10.67096, -1.64568], [1.47154, 9.60291, -0.82488], [2.31451, 9.42013, 0.31860], [1.75039, 10.12225, 1.53622], [2.31199, 11.88636, -1.21869], [3.34041, 9.72186, 0.09967], [2.34028, 8.34563, 0.50273], [1.69053, 11.20080, 1.38646], [2.37050, 9.92881, 2.41261], [0.73684, 9.77289, 1.73867], [1.63819, 12.58981, -0.73021], [2.73309, 12.35065, -2.10819], [3.14728, 11.66395, -0.55834], [5.15316, -8.71179, 3.73733], [4.90254, -7.60198, 4.12238], [3.67296, -7.32064, 4.58856], [3.32426, -6.09007, 5.23503], [2.96165, -5.01891, 4.22794], [5.91753, -6.49006, 4.01036], [4.11463, -5.77142, 5.91787], [2.45430, -6.31371, 5.85242], [3.80352, -4.77856, 3.57680], [2.64480, -4.10720, 4.73243], [2.15126, -5.36195, 3.58427], [5.88294, -6.07966, 3.00150], [6.90500, -6.90909, 4.19457], [5.77877, -5.68977, 4.73365], [2.84015, 0.19705, -6.00121], [3.27943, 1.14779, -6.58287], [3.08298, 2.38834, -6.08162], [3.71302, 3.56571, -6.59471], [2.93906, 4.13990, -7.76367], [3.97331, 0.99606, -7.91438], [4.75910, 3.37347, -6.83967], [3.71475, 4.28549, -5.77506], [2.89844, 3.44169, -8.60018], [3.39741, 5.06760, -8.10966], [1.90805, 4.34517, -7.47098], [3.22130, 0.94154, -8.70124], [4.54415, 0.06981, -7.89770], [4.67895, 1.79274, -8.13982]],
  "lowdin_charge": [0.106, -0.113, -0.134, -0.128, 0.029, -0.211, -0.134, -0.180, -0.198, -0.215, -0.198, -0.202, -0.230, -0.229, -0.267, -0.130, -0.479, 0.710, -0.071, -0.029, -0.252, 0.098, -0.063, 0.047, -0.106, -0.132, -0.147, -0.069, -0.405, 0.113, 0.073, -0.517, 0.133, 0.162, 0.172, -0.188, 0.018, -0.058, -0.128, -0.206, -0.102, -0.023, -0.277, 0.097, 0.031, 0.109, 0.125, 0.123, 0.120, 0.061, 0.109, 0.104, 0.103, 0.098, 0.108, 0.100, 0.108, 0.106, 0.109, 0.111, 0.111, 0.108, 0.113, 0.102, 0.104, 0.098, 0.065, 0.073, 0.068, 0.127, 0.128, 0.098, 0.129, 0.101, 0.129, 0.132, 0.088, 0.102, 0.116, 0.098, 0.109, 0.064, 0.038, 0.074, 0.105, -0.529, -0.012, -0.235, -0.062, 0.009, 0.112, 0.122, 0.068, 0.081, 0.084, 0.097, 0.089, 0.067, 0.103, -0.513, 0.016, -0.235, -0.049, 0.022, 0.102, 0.124, 0.068, 0.069, 0.092, 0.092, 0.083, 0.076, 0.095, -0.522, -0.011, -0.234, -0.065, 0.015, 0.115, 0.122, 0.067, 0.082, 0.085, 0.097, 0.092, 0.070, 0.109, -0.531, -0.020, -0.233, -0.063, 0.011, 0.116, 0.117, 0.068, 0.084, 0.086, 0.098, 0.092, 0.069, 0.101, -0.534, 0.000, -0.230, -0.071, 0.007, 0.112, 0.122, 0.072, 0.071, 0.082, 0.096, 0.089, 0.067, 0.121, -0.514, -0.022, -0.239, -0.063, 0.014, 0.115, 0.115, 0.068, 0.083, 0.084, 0.097, 0.094, 0.068]
}